ORCA calculation (ωB97M-V/def2-TZVPD) on the ion C4H9N2 with charge +1 at a distorted geometry.

Properties
- energy relative to the best compared isomer or geometry (same formula, charge and spin) (eV) = 5.259
- E (hartree) = -266.90601
- E_LUMO (eV) = -6.09
- net charge = +1
- SMILES = CC[C@@H]1N=[N+]1C
- orbital gap (Eh) = 0.3677
- strongest force on any atom (Eh/bohr) = 0.0879

Bonds (Å) are listed after each position.
Atoms and positions in Å:
1 C 0.1715 0.3372 -2.4101  C2 1.516, H7 1.113, H8 1.044, H9 1.086
2 C 0.4356 -0.4410 -1.1365  C1 1.516, C3 1.614, H10 1.135, H11 1.090
3 C -0.4244 0.3331 -0.0107  C2 1.614, N4 1.452, N5 1.473, H12 1.205
4 N 0.3048 1.3195 0.7662  C3 1.452, N5 1.227
5 N -0.0688 0.3499 1.4190  C3 1.473, N4 1.227, C6 1.413
6 C -0.1654 -0.3028 2.6685  N5 1.413, H13 1.164, H14 1.057, H15 1.177
7 H -0.9071 0.3311 -2.6833  C1 1.113
8 H 0.8463 -0.1429 -3.0454  C1 1.044
9 H 0.3098 1.4020 -2.2488  C1 1.086
10 H 1.5552 -0.5162 -0.9668  C2 1.135
11 H -0.0577 -1.4071 -1.2388  C2 1.090
12 H -1.6044 0.4713 -0.2119  C3 1.205
13 H -0.9387 -1.1718 2.7217  C6 1.164
14 H -0.3206 0.2838 3.5343  C6 1.057
15 H 0.8639 -0.8461 2.8426  C6 1.177

From a Mulliken analysis of the wavefunction, the atomic charges in e read:
1. C -1.142
2. C -0.320
3. C 0.024
4. N -0.475
5. N 0.550
6. C -0.632
7. H 0.343
8. H 0.337
9. H 0.361
10. H 0.356
11. H 0.287
12. H 0.339
13. H 0.297
14. H 0.351
15. H 0.325

=====

ORCA calculation (ωB97M-V/def2-TZVPD) on a cluster of 2 separate species, C4H9N2 in total at a distorted geometry.

Properties
- energy relative to the best compared isomer or geometry (same formula, charge and spin) (eV) = 4.556
- E (hartree) = -266.75978
- E_LUMO (alpha / beta) (eV) = -3.85 / -9.51
- spin multiplicity = 3
- net charge = +1
- orbital gap (alpha / beta) (Eh) = 0.1629 / 0.1581
- strongest force on any atom (Eh/bohr) = 0.1215
- expectation value of S² = 2.009

Bonds (Å) are listed after each position.
Atoms and positions in Å:
1 C 1.0760 -0.0126 -1.4565  C2 1.224, C3 1.416
2 C 1.2474 -1.1761 -1.1171  C1 1.224, H7 1.052
3 C 0.8901 1.3657 -1.7211  C1 1.416, H8 1.143, H9 1.097, H15 1.018
4 C -1.1191 -0.2872 1.6689  N5 1.285, N6 1.297, H10 1.006
5 N -1.6346 -0.1048 0.5066  C4 1.285, H11 0.987, H12 0.982
6 N 0.0414 -0.7920 1.9507  C4 1.297, H13 1.038, H14 1.083
7 H 1.3395 -2.2214 -1.1911  C2 1.052
8 H 1.5385 1.8456 -2.5310  C3 1.143
9 H -0.0643 1.7163 -2.1327  C3 1.097
10 H -1.7208 -0.1729 2.4671  C4 1.006
11 H -1.0321 -0.3058 -0.2492  N5 0.987
12 H -2.6085 -0.0030 0.5788  N5 0.982
13 H 0.2748 -0.8672 2.9594  N6 1.038
14 H 0.8185 -1.0320 1.2351  N6 1.083
15 H 0.9531 2.0474 -0.9681  C3 1.018

From a Mulliken analysis of the wavefunction, the atomic charges in e read:
1. C 0.515
2. C -0.404
3. C -1.169
4. C -0.087
5. N -0.176
6. N -0.251
7. H 0.380
8. H 0.340
9. H 0.363
10. H 0.387
11. H 0.050
12. H 0.242
13. H 0.272
14. H 0.133
15. H 0.405

=====

ORCA calculation (ωB97M-V/def2-TZVPD) on the ion C4H9N2O with charge +1 at a distorted geometry.

Properties
- energy relative to the best compared isomer or geometry (same formula, charge and spin) (eV) = 7.055
- E (hartree) = -342.09799
- E_LUMO (alpha / beta) (eV) = -6.90 / -6.90
- net charge = +1
- SMILES = C[N+](=O)CN1CC1
- orbital gap (alpha / beta) (Eh) = 0.2445 / 0.2444
- strongest force on any atom (Eh/bohr) = 0.1012

Bonds (Å) are listed after each position.
Atoms and positions in Å:
1 C 0.9471 2.2229 0.3984  N2 1.510, H8 1.125, H9 1.119, H10 1.132
2 N 0.7889 0.7771 -0.0074  C1 1.510, O3 1.173, C4 1.401
3 O 1.1738 0.3394 -1.0258  N2 1.173
4 C 0.0900 0.0180 0.9405  N2 1.401, N5 1.489, H11 1.060, H12 1.019
5 N -0.8976 -0.8048 0.1895  C4 1.489, C6 1.420, C7 1.417
6 C -0.6346 -2.1162 -0.2884  N5 1.420, C7 1.559, H13 1.095, H14 1.068
7 C -1.1368 -0.9549 -1.1993  N5 1.417, C6 1.559, H15 1.133, H16 1.086
8 H 2.0301 2.4114 0.1581  C1 1.125
9 H 0.7616 2.2142 1.5018  C1 1.119
10 H 0.1568 2.8731 -0.0858  C1 1.132
11 H 0.7767 -0.5446 1.5197  C4 1.060
12 H -0.5747 0.4556 1.5772  C4 1.019
13 H -1.2160 -3.0207 -0.0812  C6 1.095
14 H 0.3833 -2.4327 -0.2154  C6 1.068
15 H -0.4579 -0.4134 -1.9277  C7 1.133
16 H -2.1906 -1.0243 -1.4542  C7 1.086

From a Mulliken analysis of the wavefunction, the atomic charges in e read:
1. C -0.665
2. N 0.622
3. O -0.359
4. C -0.520
5. N -0.218
6. C -0.376
7. C -0.378
8. H 0.302
9. H 0.328
10. H 0.330
11. H 0.411
12. H 0.481
13. H 0.257
14. H 0.248
15. H 0.268
16. H 0.269

=====

Look up the strongest force on any atom of the third one.
0.1012 Eh/bohr

=====

The lowest strongest force on any atom belongs to which entry?
number 1

=====

The lowest strongest force on any atom belongs to which entry?
number 1

=====

Which value of E does entry 3 give?
-342.09799 hartree